P) The following is a DFT calculation (ωB97M-V/def2-TZVPD) of 3 unconnected molecules or ions with the total composition C3H12O2S2.

ORCA input file:
```
! RIJCOSX wB97M-V def2-TZVPD def2/J DEFGRID3
* xyz 0 1
C -1.035 0.054 -0.106
C -1.927 -1.111 -0.558
C -0.724 1.056 -1.215
S -0.071 2.650 -0.662
S 1.704 2.066 0.209
H -1.357 0.554 0.813
H -0.059 -0.371 0.155
H -2.780 -0.747 -1.116
H -2.284 -1.660 0.314
H -1.306 -1.789 -1.151
H 0.042 0.644 -1.866
H -1.532 1.269 -1.930
H 2.411 1.728 -0.885
H 0.784 2.283 2.645
H 0.488 2.843 4.033
O 0.319 2.081 3.469
H 2.015 -3.263 -1.035
H 3.110 -4.271 -0.658
O 2.201 -4.013 -0.455
*
```

E_HOMO (eV): -9.0
Structure (SMILES): CCCSS.O.O

Q) The following is a DFT calculation (ωB97M-V/def2-TZVPD) of 3 unconnected molecules or ions with the total composition C3H12O2S2.

ORCA input file:
```
! RIJCOSX wB97M-V def2-TZVPD def2/J DEFGRID3
* xyz 0 1
C 1.978 0.061 -0.020
C 2.417 1.122 1.014
C 0.892 -0.831 0.510
S -0.602 -0.915 -0.622
S -1.603 -2.516 0.303
H 2.845 -0.572 -0.236
H 1.805 0.547 -0.978
H 2.351 2.153 0.677
H 1.841 1.044 1.938
H 3.467 1.081 1.326
H 0.457 -0.561 1.480
H 1.053 -1.888 0.741
H -2.638 -2.165 -0.344
H 0.258 2.652 -2.244
H 1.537 3.241 -2.903
O 0.754 2.677 -3.058
H -0.792 1.902 1.987
H -2.044 2.661 1.693
O -1.344 2.561 2.381
*
```

E_HOMO (eV): -8.3
Structure (SMILES): CCCSS.O.O

Ordering by calculated energy gives the sequence P), Q), with the first entry being the most stable.

P) The following is a DFT calculation (ωB97M-V/def2-TZVPD) of 7 unconnected molecules or ions with the total composition H14O6S.

ORCA input file:
```
! RIJCOSX wB97M-V def2-TZVPD def2/J DEFGRID3
* xyz 0 1
S 4.767 -1.495 -3.405
H 3.770 -2.234 -3.903
H 4.646 -1.834 -2.120
H 2.971 0.527 -0.535
H 4.120 -0.414 -0.738
O 3.615 0.012 -0.038
H -1.833 -0.581 1.218
H -3.391 -0.523 0.830
O -2.670 -0.079 1.273
H -0.224 1.526 0.113
H -0.053 2.015 1.552
O 0.309 1.402 0.907
H -6.068 1.362 2.524
H -5.267 2.471 1.902
O -5.902 2.307 2.608
H 0.457 -0.262 -2.455
H 0.772 -0.146 -0.958
O 0.123 -0.484 -1.580
H 0.369 -0.572 1.207
H -0.319 -1.652 0.345
O -0.193 -1.348 1.251
*
```

E_HOMO (eV): -10.5
Structure (SMILES): O.O.O.O.O.O.S

Q) The following is a DFT calculation (ωB97M-V/def2-TZVPD) of 7 unconnected molecules or ions with the total composition H14O6S.

ORCA input file:
```
! RIJCOSX wB97M-V def2-TZVPD def2/J DEFGRID3
* xyz 0 1
S 1.943 -2.518 3.372
H 2.786 -1.484 3.437
H 2.259 -2.845 2.113
H -1.296 -1.999 0.211
H -1.094 -3.426 -0.272
O -0.606 -2.660 0.063
H -0.500 2.975 -0.164
H -1.293 3.821 0.860
O -0.899 2.959 0.715
H 1.148 -0.478 0.941
H 0.383 -0.632 -0.333
O 1.200 -0.226 0.007
H 1.848 2.307 -1.881
H 1.205 1.181 -1.075
O 0.975 1.925 -1.673
H -2.320 0.062 -0.408
H -1.544 0.763 0.872
O -2.046 0.015 0.514
H -0.759 -0.313 -3.105
H -0.406 0.663 -1.996
O -0.984 -0.090 -2.198
*
```

E_HOMO (eV): -9.7
Structure (SMILES): O.O.O.O.O.O.S

Ordering by calculated energy gives the sequence Q), P), with the first entry being the most stable.

P) The following is a DFT calculation (ωB97M-V/def2-TZVPD) of a single C3H5NO2S molecule.

ORCA input file:
```
! RIJCOSX wB97M-V def2-TZVPD def2/J DEFGRID3
* xyz 0 1
C 0.973 0.485 2.036
C 0.580 -0.236 0.828
C 1.920 -0.195 1.390
N -2.044 -0.186 -1.436
O 0.338 0.602 -0.356
O -0.251 0.749 -2.841
S -0.351 -0.165 -1.726
H 0.799 1.104 2.863
H 0.092 -1.174 0.936
H 2.943 -0.327 1.319
H -2.478 -0.768 -0.765
H -2.520 0.112 -2.247
*
```

E_HOMO (eV): -9.3

Q) The following is a DFT calculation (ωB97M-V/def2-TZVPD) of 2 unconnected molecules or ions with the total composition C3H5NO2S.

ORCA input file:
```
! RIJCOSX wB97M-V def2-TZVPD def2/J DEFGRID3
* xyz 0 1
C -0.795 -0.088 -1.466
C 2.886 -1.371 -0.591
C -1.342 0.475 -0.393
N 2.122 -0.802 0.023
O -1.737 -0.571 2.020
O -0.524 1.684 1.832
S -0.677 0.054 1.292
H -0.921 0.226 -2.527
H -0.206 -0.978 -1.316
H 3.395 -1.950 -1.312
H -0.402 1.856 2.871
H -1.799 1.465 -0.434
*
```

E_HOMO (eV): -9.0

R) The following is a DFT calculation (ωB97M-V/def2-TZVPD) of 2 unconnected molecules or ions with the total composition C3H5NO2S.

ORCA input file:
```
! RIJCOSX wB97M-V def2-TZVPD def2/J DEFGRID3
* xyz 0 1
C 0.063 2.110 -0.535
C -0.858 -1.485 -0.317
C 0.129 -0.683 -1.072
N 0.276 2.130 0.650
O -0.167 2.502 -1.599
O 0.543 1.144 1.584
S 0.886 -1.888 0.056
H -1.336 -1.029 0.544
H -1.433 -2.311 -0.735
H 0.268 -1.075 -2.089
H 1.071 -1.036 1.089
H 0.558 1.622 2.424
*
```

E_HOMO (eV): -8.0

S) The following is a DFT calculation (ωB97M-V/def2-TZVPD) of a single C3H5NO2S molecule.

ORCA input file:
```
! RIJCOSX wB97M-V def2-TZVPD def2/J DEFGRID3
* xyz 0 1
C -0.753 1.980 -0.855
C -0.157 -0.046 0.280
C 0.981 -2.173 0.905
H -1.817 1.677 -0.794
H -0.586 2.442 -1.860
H -0.430 2.560 0.012
H 1.142 -0.996 -0.855
H 1.524 -2.970 0.372
N 0.748 -1.077 0.069
O 0.006 0.773 -0.775
O 0.615 -2.252 2.048
S -1.273 0.082 1.452
*
```

E_HOMO (eV): -8.7
Structure (SMILES): COC(=S)NC=O

Ordering by calculated energy gives the sequence S), Q), P), R), with the first entry being the most stable.